{
  "formula": "C23H34F3O13P",
  "method": "ωB97M-V/def2-TZVPD",
  "species": ["C", "C", "C", "C", "C", "O", "O", "C", "C", "C", "C", "F", "C", "F", "F", "C", "P", "O", "O", "H", "H", "H", "H", "H", "H", "H", "H", "H", "H", "H", "H", "H", "H", "H", "H", "C", "C", "C", "O", "C", "O", "O", "H", "H", "H", "H", "H", "H", "C", "C", "C", "O", "C", "O", "O", "H", "H", "H", "H", "H", "H", "C", "C", "C", "O", "C", "O", "O", "H", "H", "H", "H", "H", "H"],
  "positions_angstrom": [[-4.736318, -1.754543, 0.891955], [-6.064975, -1.875940, -0.035367], [-6.246360, -0.586774, -1.005691], [-5.095567, -0.509961, -2.113464], [-5.449421, -1.085631, -3.591349], [-6.478848, -1.624608, -4.010075], [-4.239010, -0.742679, -4.297079], [-3.432516, 0.309860, -3.641918], [-2.117877, -0.357350, -2.962167], [-0.755568, 0.346304, -3.418960], [0.478292, -0.321805, -2.627597], [1.244874, -1.388318, -3.195885], [0.908570, 0.102402, -1.350861], [2.265643, -0.120128, -0.976197], [0.015488, 0.755455, -0.478254], [-4.535588, 0.905084, -2.604549], [-3.960707, 2.203413, -1.354727], [-4.297418, 1.742232, 0.256270], [-2.311696, 2.629165, -1.558066], [-4.098793, -0.876273, 0.508943], [-4.990158, -1.651592, 2.010380], [-4.108710, -2.710548, 0.779939], [-6.072993, -2.848041, -0.653059], [-6.950600, -1.874077, 0.695057], [-6.370249, 0.346772, -0.370682], [-7.229742, -0.790424, -1.572936], [-4.351432, -1.310113, -1.762524], [-3.196127, 0.984782, -4.528235], [-2.173714, -0.237257, -1.815729], [-2.108612, -1.485003, -3.179234], [-0.780881, 1.466412, -3.217497], [-0.529171, 0.197936, -4.537813], [-5.371375, 1.356668, -3.232129], [-4.121747, 2.563707, 0.778301], [-2.209054, 3.320043, -2.247135], [4.600934, 1.222430, 1.607854], [5.943206, 0.646078, 1.214537], [6.014833, -0.848028, 1.337886], [7.397983, -1.067820, 1.586807], [7.874413, 0.061766, 2.180799], [8.949467, 0.152238, 2.696404], [6.963680, 1.075044, 2.111709], [3.793573, 0.790083, 1.012767], [4.393526, 1.050711, 2.667565], [4.598485, 2.305646, 1.462115], [6.215870, 0.977868, 0.206449], [5.701734, -1.355723, 0.424168], [5.440784, -1.245034, 2.180947], [-4.782538, -0.944559, 7.347354], [-5.822724, -1.658927, 6.512114], [-5.408549, -3.036363, 6.081759], [-6.128278, -3.206059, 4.865750], [-6.333268, -1.960977, 4.354497], [-6.737836, -1.742004, 3.249687], [-6.015349, -0.997951, 5.263514], [-4.527626, -1.519108, 8.240492], [-3.872345, -0.761344, 6.769976], [-5.156042, 0.034245, 7.658727], [-6.782884, -1.676551, 7.039095], [-5.691021, -3.800707, 6.807367], [-4.338526, -3.124672, 5.868918], [9.167040, 1.715410, -1.511005], [8.420272, 1.630035, -2.824412], [9.317556, 1.603150, -4.027886], [8.496455, 2.184282, -5.034683], [7.614417, 3.003748, -4.397168], [6.905149, 3.792604, -4.948249], [7.648408, 2.807447, -3.048949], [9.866647, 0.884658, -1.396184], [9.717050, 2.656713, -1.430256], [8.462680, 1.695093, -0.675204], [7.737846, 0.772817, -2.815615], [9.609495, 0.589153, -4.305718], [10.217843, 2.215434, -3.915595]],
  "forces_ev_per_angstrom": [[0.20, -0.50, -0.61], [0.12, 0.83, 0.63], [-0.94, -1.20, -0.56], [-1.17, -1.07, -0.10], [-0.58, 0.42, 1.06], [4.10, 1.67, 0.82], [-1.83, -0.68, -0.07], [-0.69, -0.53, 0.19], [-0.30, 0.53, 0.32], [0.70, -1.40, 0.12], [0.73, 0.70, 2.28], [-1.50, 2.69, 0.64], [-0.43, -0.87, -2.53], [-3.76, 0.54, 0.20], [3.08, -1.14, -1.85], [1.60, -2.89, 0.24], [-1.70, 3.65, -0.45], [1.78, 0.02, -1.36], [-0.33, -1.60, 0.07], [-0.88, -1.25, 0.87], [0.42, 0.09, -2.09], [-0.81, 1.39, 0.19], [0.01, 1.54, 0.93], [1.15, -0.20, -1.29], [0.38, -1.13, -0.95], [1.33, 0.60, 0.85], [-0.26, 1.71, -0.50], [-0.04, -0.61, 1.43], [-0.02, -0.18, -1.74], [0.01, 1.76, 0.12], [0.14, -1.62, -0.01], [-0.43, 0.10, 1.67], [1.13, -0.01, 1.10], [-0.32, -0.88, -0.59], [-0.64, -0.48, 0.77], [0.04, 0.46, 0.16], [-1.13, 0.39, -0.03], [-0.26, -0.50, -0.38], [0.28, 0.39, 0.23], [0.92, 0.15, 0.50], [-0.76, -0.07, -0.41], [0.58, -0.56, -0.02], [0.12, 0.00, -0.02], [0.08, -0.17, -0.11], [-0.04, -0.11, -0.08], [0.02, -0.10, 0.02], [0.18, -0.04, 0.09], [-0.04, 0.17, -0.02], [-0.03, 0.49, -0.09], [0.60, 0.36, 0.89], [0.04, -0.58, 0.32], [-0.09, 0.47, -0.29], [-0.41, 0.20, -0.80], [0.12, -0.17, 0.96], [-0.22, -0.50, -0.51], [-0.09, -0.01, -0.07], [-0.08, -0.19, 0.00], [0.01, -0.13, 0.06], [0.02, -0.09, -0.08], [-0.06, -0.02, -0.21], [-0.03, 0.16, 0.07], [-0.27, 0.23, 0.29], [0.56, -0.26, 0.96], [0.37, -0.46, -0.29], [-0.34, 0.33, 0.20], [-0.64, 0.72, -0.49], [0.50, -0.58, 0.39], [-0.07, 0.04, -0.68], [-0.09, 0.01, -0.05], [0.01, -0.11, -0.16], [0.11, -0.08, -0.03], [0.04, 0.02, -0.12], [-0.09, 0.14, -0.14], [-0.08, -0.01, 0.16]],
  "lowdin_charge": [-0.11, -0.22, -0.16, -0.20, -0.32, 0.10, -0.06, -0.24, -0.12, -0.11, -0.11, 0.00, -0.14, 0.03, 0.05, -0.31, 0.91, -0.32, -0.34, 0.06, 0.05, 0.07, 0.11, 0.10, 0.11, 0.12, 0.14, 0.16, 0.12, 0.14, 0.11, 0.14, 0.13, 0.06, 0.05, -0.01, -0.35, -0.11, 0.06, -0.54, 0.16, 0.08, 0.08, 0.09, 0.09, 0.15, 0.14, 0.14, -0.02, -0.35, -0.11, 0.07, -0.53, 0.14, 0.09, 0.09, 0.09, 0.09, 0.16, 0.14, 0.14, -0.01, -0.35, -0.11, 0.07, -0.54, 0.16, 0.09, 0.10, 0.10, 0.07, 0.16, 0.14, 0.14],
  "e_tot_ha": -2515.7627,
  "homo_lumo_gap_ev": 8.4,
  "homo_ha": -0.3017
}